1.
Here is the molecule C2H4N2O2 at a distorted geometry from the Open Molecules 2025 dataset. Energies are from the ωB97M-V functional and the def2-TZVPD basis.

Properties
energy: -338.553521 a.u.
max |F|: 4.0 eV Å⁻¹
LUMO: 0.858 eV
HOMO energy: -10.475 eV
structure (SMILES): O=CNNC=O
Kohn-Sham gap: 11.3 eV

```
! wB97M-V def2-TZVPD RIJCOSX def2/J DEFGRID3
* xyz 0 1
C 1.6025 -0.5036 -0.0399
C -1.6468 0.1524 -0.4259
H 1.2890 -1.6232 -0.0282
H 0.9751 1.4273 0.2216
H -0.9213 -0.0651 1.4970
H -1.3806 0.8478 -1.3831
N 0.6351 0.4756 0.0334
N -0.6297 0.0547 0.5024
O 2.7358 -0.2325 -0.2434
O -2.6591 -0.5333 -0.1337
*
```

=====

2.
Here is a structure of composition C29H26BrClIN4O4Ru at a distorted geometry from the Open Molecules 2025 dataset. Energies are from the ωB97M-V functional and the def2-TZVPD basis.

Properties
energy: -5066.918189 a.u.
max |F|: 4.1 eV Å⁻¹
LUMO (spin up / spin down): -8.576 / -8.170 eV
HOMO energy (spin up / spin down): -12.777 / -12.698 eV
Kohn-Sham gap (spin up / spin down): 4.2 / 4.5 eV

```
! wB97M-V def2-TZVPD RIJCOSX def2/J DEFGRID3
* xyz 2 2
Ru 0.2769 0.0074 0.7241
Cl -2.7877 0.6368 7.0209
C -2.2570 0.0045 5.5299
C -2.1882 -1.3666 5.3613
C -1.6920 -1.9157 4.1888
I -1.5976 -3.9701 3.9036
C -1.1776 -1.0972 3.1418
O -0.5243 -1.5516 2.1557
C -1.4113 0.3126 3.2694
N -1.1042 1.0498 2.1862
C -1.2800 2.3694 2.2344
C -1.7199 3.0214 3.3820
C -2.0380 2.2784 4.5003
C -1.9118 0.8813 4.4581
H -2.5168 -2.0121 6.1638
H -1.0636 2.9282 1.3329
H -1.8141 4.0975 3.3805
H -2.3916 2.7603 5.4012
C 3.1348 -1.8190 0.9349
O 1.9619 -1.5684 0.1609
C 1.7211 -2.3225 -0.9516
C 2.5641 -3.2921 -1.4325
C 2.2127 -3.9950 -2.5855
Br 3.3792 -5.3238 -3.2560
C 1.0335 -3.7383 -3.2372
C 0.1612 -2.7519 -2.7602
C 0.4891 -2.0036 -1.5921
O -0.2840 -1.0789 -1.1110
C -1.0872 -2.4970 -3.4381
N -2.0110 -1.6231 -3.0267
C -3.0891 -1.6237 -3.8961
C -4.2769 -0.9061 -3.9151
C -5.1382 -1.1605 -4.9637
C -4.8281 -2.0991 -5.9554
C -3.6491 -2.8182 -5.9393
C -2.7817 -2.5606 -4.8873
N -1.5349 -3.0768 -4.5633
H 4.0340 -1.6223 0.3492
H 3.1416 -2.8446 1.3060
H 3.0874 -1.1263 1.7717
H 3.4975 -3.5272 -0.9424
H 0.7936 -4.3190 -4.1165
H -1.8548 -1.0732 -2.1887
H -4.5083 -0.1841 -3.1452
H -6.0736 -0.6237 -5.0281
H -5.5321 -2.2639 -6.7580
H -3.4087 -3.5420 -6.7048
H -1.0536 -3.7743 -5.1064
O 1.6903 1.4403 -0.4007
C 2.6589 2.1228 -0.0574
C 3.0886 3.3405 -0.8132
C 2.9108 4.5277 0.1759
C 1.8095 4.3257 1.2453
C 2.2403 3.5746 2.5247
C 2.4949 2.0746 2.3229
N 3.3218 1.9139 1.1225
H 2.4594 3.4603 -1.6924
H 4.1259 3.2722 -1.1440
H 2.6639 5.4089 -0.4144
H 3.8535 4.7474 0.6806
H 0.9428 3.8333 0.7907
H 1.4840 5.3159 1.5651
H 1.4763 3.7004 3.2957
H 3.1569 4.0381 2.8996
H 1.5522 1.5330 2.1588
H 2.9954 1.6392 3.1863
H 4.1734 2.4563 1.1979
*
```

=====

3.
Here is the molecule C3H8NPS at a distorted geometry from the Open Molecules 2025 dataset. Energies are from the ωB97M-V functional and the def2-TZVPD basis.

Properties
energy: -913.383880 a.u.
max |F|: 3.5 eV Å⁻¹
LUMO: 0.903 eV
HOMO energy: -8.516 eV
structure (SMILES): CP1NCCS1
Kohn-Sham gap: 9.4 eV

```
! wB97M-V def2-TZVPD RIJCOSX def2/J DEFGRID3
* xyz 0 1
C 0.7747 -1.1849 0.6745
C 0.5425 0.1117 1.5608
C -1.4038 1.1851 -1.4160
N 0.0827 -1.0541 -0.5535
P 0.3833 0.7553 -1.3334
S 1.1353 1.4987 0.4829
H 1.9102 -1.4039 0.5074
H 0.5092 -2.1307 1.1839
H -0.5022 0.1411 1.7755
H 1.1604 0.1418 2.5023
H -1.7502 1.2038 -0.4167
H -1.8393 0.2954 -1.8365
H -1.5886 2.1009 -2.0022
H 0.5859 -1.6603 -1.1290
*
```

=====

Please write out number 3 again, unchanged.
Here is the molecule C3H8NPS at a distorted geometry from the Open Molecules 2025 dataset. Energies are from the ωB97M-V functional and the def2-TZVPD basis.

Properties
energy: -913.383880 a.u.
max |F|: 3.5 eV Å⁻¹
LUMO: 0.903 eV
HOMO energy: -8.516 eV
structure (SMILES): CP1NCCS1
Kohn-Sham gap: 9.4 eV

```
! wB97M-V def2-TZVPD RIJCOSX def2/J DEFGRID3
* xyz 0 1
C 0.7747 -1.1849 0.6745
C 0.5425 0.1117 1.5608
C -1.4038 1.1851 -1.4160
N 0.0827 -1.0541 -0.5535
P 0.3833 0.7553 -1.3334
S 1.1353 1.4987 0.4829
H 1.9102 -1.4039 0.5074
H 0.5092 -2.1307 1.1839
H -0.5022 0.1411 1.7755
H 1.1604 0.1418 2.5023
H -1.7502 1.2038 -0.4167
H -1.8393 0.2954 -1.8365
H -1.5886 2.1009 -2.0022
H 0.5859 -1.6603 -1.1290
*
```

=====

Q: The lowest max |F| belongs to which entry?
A: C3H8NPS

=====

Q: Which of these has the highest energy?
A: C2H4N2O2